{"formula": "C4H12NOS", "method": "the ωB97M-V functional and the def2-TZVPD basis", "max_force_ev_per_a": 1.79, "e_above_lowest_kj_mol": 137.6, "gap_ev": 6.5, "e_tot_ev": -18715.3281, "charge": -1, "e_homo_ha": -0.0958, "symbols": ["C", "N", "C", "O", "H", "H", "H", "H", "H", "H", "H", "C", "C", "S", "H", "H", "H", "H", "H"], "xyz": [[0.480, -1.224, 2.546], [-0.015, 0.017, 1.993], [0.900, 1.139, 1.831], [0.151, 2.273, 1.439], [1.284, -1.549, 1.825], [-0.303, -2.003, 2.463], [0.859, -1.135, 3.593], [-0.937, 0.363, 2.207], [1.541, 1.316, 2.732], [1.530, 0.861, 0.970], [-0.148, 2.103, 0.478], [-1.123, -0.909, -2.803], [-0.216, 0.311, -2.848], [-0.348, 1.196, -1.285], [-2.175, -0.544, -2.805], [-0.864, -1.536, -1.921], [-1.036, -1.619, -3.693], [-0.398, 0.970, -3.731], [0.819, -0.030, -2.991]], "lowdin_charge": [-0.1656, -0.1480, -0.3825, -0.1720, 0.0833, 0.0695, 0.0609, 0.0997, 0.1107, 0.0802, -0.1037, -0.2803, -0.8234, 0.3559, 0.0501, 0.0499, 0.0555, 0.0368, 0.0231]}